A molecular structure, C25H30FeN in a non-equilibrium geometry, computed with ωB97M-V with the def2-TZVPD basis set.

CARTESIAN COORDINATES (ANGSTROEM)
C  -5.587  -2.902  -0.488
C  -4.494  -3.274  -1.498
C  -3.180  -2.550  -1.181
N  -3.343  -1.083  -0.998
C  -2.194  -0.242  -1.010
C  -1.122  -0.493  -1.776
C  -2.163  0.898  -0.063
C  -2.498  2.190  -0.462
C  -2.543  3.215  0.458
C  -2.255  2.969  1.786
C  -1.908  1.696  2.193
C  -1.861  0.668  1.276
C  -4.485  -0.657  -0.149
C  -5.796  -1.382  -0.471
H  -6.528  -3.430  -0.702
H  -5.287  -3.237  0.513
H  -4.344  -4.362  -1.520
H  -4.830  -2.998  -2.505
H  -2.731  -2.953  -0.269
H  -2.455  -2.728  -1.981
H  -0.257  0.137  -1.725
H  -1.090  -1.313  -2.461
H  -2.731  2.371  -1.498
H  -2.814  4.209  0.140
H  -2.310  3.770  2.506
H  -1.685  1.503  3.229
H  -1.600  -0.330  1.587
H  -4.207  -0.813  0.897
H  -4.609  0.424  -0.275
H  -6.166  -1.056  -1.451
H  -6.577  -1.104  0.251
C  1.840  -0.520  2.422
C  2.014  -0.481  0.955
C  3.195  -0.771  0.336
C  3.480  -0.726  -1.155
C  4.835  -0.974  -1.356
C  5.489  -1.213  -0.032
C  4.536  -1.102  0.976
Fe  4.603  0.690  -0.100
C  4.233  2.453  0.999
C  3.557  2.508  -0.285
C  4.559  2.380  -1.326
C  5.856  2.244  -0.687
C  5.655  2.290  0.751
H  0.970  0.053  2.752
H  1.713  -1.547  2.764
H  2.713  -0.115  2.937
H  1.159  -0.251  0.341
H  2.752  -0.476  -1.929
H  5.352  -0.913  -2.316
H  6.549  -1.432  0.115
H  4.724  -1.224  2.044
H  3.760  2.579  1.975
H  2.485  2.652  -0.443
H  4.368  2.376  -2.401
H  6.813  2.129  -1.201
H  6.438  2.245  1.510

Results
- HOMO level (alpha / beta) (eV) = -0.52 / -2.37
- multiplicity = 5
- gap between HOMO and LUMO (alpha / beta) (eV) = 3.010 / 4.856
- expectation value of S² = 6.07
- calculated total energy (eV) = -62285.0496
- charge = -1
- E_LUMO (alpha / beta) (Ha) = 0.092 / 0.092
- ΔE to the lowest compared entry with this formula, charge and spin (kcal per mole) = 0.0